The following is a DFT calculation (the ωB97M-V functional and the def2-TZVPD basis) of C21H18N4O in the gas phase in a non-equilibrium geometry.

XYZ file:
```
44
Properties=species:S:1:pos:R:3:forces:R:3
C 6.82723 0.03033 -0.11264 3.205 3.171 -5.154
H 8.00949 -0.11814 -0.22982 -2.513 1.132 0.529
O 6.38636 -1.17099 -0.16628 -5.422 -8.602 0.417
C 4.92636 -1.42951 -0.12223 3.257 -0.683 -0.747
C 3.99662 -0.52033 -0.25270 -3.892 8.628 3.149
C 2.54025 -0.67451 -0.00133 3.664 -6.364 -0.328
C 2.03428 -2.02036 0.16557 -0.060 5.724 -2.447
C 3.01161 -2.91705 -0.11929 1.435 3.569 0.915
C 4.33841 -2.68210 -0.13792 5.038 -3.807 0.329
H 5.14330 -3.56155 -0.04917 -2.143 1.660 -0.432
H 2.60853 -3.75334 0.06140 -1.757 -7.480 0.358
H 0.95918 -1.97482 -0.06864 0.496 -1.368 0.921
N 1.79169 0.35088 -0.17275 -1.917 11.234 1.280
C 0.43444 0.72064 0.01385 -1.600 -5.799 -1.392
N -0.32139 -0.47994 -0.09909 1.049 3.514 2.053
N -1.69521 -0.45325 0.18146 7.796 -11.127 -0.729
C -2.24547 0.53884 0.08915 -7.962 16.125 -1.224
C -1.64998 1.91398 0.07839 5.100 3.006 -1.924
C -2.17689 3.31195 -0.06604 -8.810 -10.662 1.921
C -1.60292 4.42407 0.08087 4.111 2.807 -1.953
C -0.22304 4.35051 -0.16247 -0.012 8.789 0.698
C 0.38198 3.25734 0.08486 7.373 -2.184 -0.750
C -0.20340 2.05803 0.01996 -3.240 -5.907 1.680
H 1.51757 3.23186 0.07839 -1.312 0.253 -0.056
H 0.36870 5.45613 -0.34081 -1.530 -3.475 0.655
H -2.00723 5.34754 -0.04619 -1.744 2.330 0.111
H -3.34886 3.04151 0.02573 2.236 2.172 -0.426
C -3.74946 0.78213 0.03430 -2.002 -6.590 4.050
C -4.34767 -0.83533 0.12032 1.058 2.874 -3.006
C -4.84553 -1.35087 -1.05720 2.495 6.831 4.176
N -5.30697 -2.44279 -1.28465 -2.784 -10.711 -0.281
C -5.18758 -3.38618 -0.32782 2.217 3.807 3.053
C -4.52538 -2.92391 1.00487 -5.895 -11.034 -6.718
C -4.13006 -1.78703 1.06657 4.509 12.975 3.662
H -3.66592 -1.37563 1.99737 -0.215 -0.689 -0.468
H -4.40127 -3.45539 1.84055 0.146 -3.069 2.593
H -5.49951 -4.36274 -0.50600 -0.613 -1.422 -0.205
H -5.03269 -0.67139 -1.73769 -0.565 3.590 -3.974
H -4.15964 1.13775 1.00449 0.695 0.288 -0.349
H -4.30534 1.30887 -0.68668 0.194 0.465 -1.546
H 2.35054 1.33157 0.05663 -1.292 -3.203 -1.205
H 4.17963 0.75232 0.09840 0.241 -3.618 -1.697
H 6.36058 0.52124 -1.06966 1.372 0.446 1.469
H 6.46466 0.47971 0.71388 -0.404 2.407 2.993
```
Positions in Å, forces in eV/Å.

Energy above the lowest of the compared OMol25 structures with the same formula, charge and spin ... 12.251 eV
HOMO energy ... -7.7 eV
Maximum force ... 18.0 eV/A
Charge ... 0

Löwdin atomic charge list, values in e, 2 entries: C -0.22; H 0.15